No. 1
Entry from the Open Molecules 2025 dataset: a structure of composition C6H15P2 (ωB97M-V/def2-TZVPD).

Each line ends with the natural charge from an NBO analysis.
Positions of all 23 atoms, in Å:
C  -1.480  1.810  -1.785  -0.28
C  -1.340  0.629  -1.218  -0.51
C  2.410  -0.340  -0.711  -0.66
C  -0.433  -2.737  0.094  -0.93
C  -1.082  1.573  1.670  -0.95
C  1.854  0.718  0.173  -0.28
P  -1.497  -1.565  1.009  0.45
P  -0.549  0.288  0.441  0.83
H  -2.067  1.956  -2.683  0.23
H  -1.306  2.710  -1.397  0.20
H  -1.596  -0.307  -1.657  0.23
H  3.515  -0.150  -0.510  0.25
H  2.309  -1.307  -0.337  0.22
H  2.186  -0.369  -1.729  0.23
H  0.473  -3.095  0.495  0.25
H  -0.179  -2.338  -0.888  0.24
H  -1.080  -3.626  -0.003  0.26
H  -2.072  1.952  1.495  0.27
H  -0.378  2.439  1.964  0.28
H  -1.055  1.082  2.608  0.25
H  2.021  1.673  -0.333  0.23
H  2.215  0.649  1.170  0.21
H  -0.868  -1.642  2.130  -0.03

Atomic forces in eV per Å
C -1.928 -2.645 -1.704
C 1.304 -0.251 1.702
C 2.281 0.809 1.991
C -1.287 -0.609 -1.094
C 1.528 1.011 0.131
C -2.145 -0.933 -1.463
P -1.283 0.087 -2.540
P 2.192 3.106 -0.999
H 0.226 -0.626 -0.438
H 1.357 3.343 2.168
H -0.469 -0.352 -0.697
H -0.830 -0.205 -0.926
H -0.474 -1.714 0.802
H -0.366 0.581 -1.582
H 1.033 0.041 1.046
H -0.339 -0.204 -0.204
H 0.328 0.278 -0.428
H -0.389 0.073 -0.217
H -0.783 -1.203 -1.467
H -0.449 -0.926 1.094
H -0.958 0.258 0.605
H -0.113 0.115 0.891
H 1.563 -0.034 3.326

Results
LUMO   -4.53 eV
Total energy   -919.95225 Ha
Net charge   +1
HOMO level   -13.17 eV
Frontier orbital gap   8.6 eV

---

No. 2
Entry from the Open Molecules 2025 dataset: the molecule C6H15PS3 (ωB97M-V/def2-TZVPD).

Each line ends with the natural charge from an NBO analysis.
Positions of all 25 atoms, in Å:
C  -1.863  1.459  2.051  -0.64
C  -1.703  0.595  0.774  -0.53
S  -0.728  -0.918  1.170  0.02
P  0.847  -0.961  -0.285  0.05
S  1.002  -2.797  -1.438  0.04
C  -0.728  -3.378  -1.693  -0.51
C  -1.460  -2.667  -2.845  -0.63
S  2.191  0.642  -0.711  0.00
C  1.912  1.956  0.600  -0.50
C  3.206  2.586  1.195  -0.62
H  -2.331  1.021  2.931  0.23
H  -2.089  2.409  1.771  0.22
H  -0.987  1.347  2.565  0.22
H  -2.658  0.397  0.266  0.21
H  -1.089  0.949  -0.054  0.23
H  -1.275  -3.352  -0.749  0.23
H  -0.540  -4.382  -2.013  0.22
H  -1.284  -1.572  -2.631  0.22
H  -2.537  -2.956  -2.852  0.21
H  -1.076  -2.878  -3.890  0.22
H  1.361  1.587  1.451  0.23
H  1.268  2.759  0.225  0.21
H  3.747  3.257  0.492  0.22
H  2.879  3.073  2.153  0.22
H  3.934  1.825  1.517  0.22

Atomic forces in eV per Å
C 0.181 -3.431 -0.873
C -0.676 -0.650 -0.250
S 1.097 0.060 -0.660
P -1.174 -1.249 1.087
S -0.312 0.832 0.659
C 0.240 0.924 -1.216
C 0.112 0.900 -0.091
S 0.045 0.874 0.232
C 0.248 0.328 0.185
C -0.013 -0.420 0.163
H -1.932 -0.123 -0.737
H -0.907 2.844 -0.110
H 3.440 0.902 0.606
H 0.065 -0.403 0.451
H 0.009 1.046 0.500
H 0.113 0.008 -0.153
H 0.123 -0.938 0.270
H -0.770 -0.912 -0.542
H 0.672 0.525 0.140
H -0.062 0.060 1.403
H -0.194 -0.818 0.090
H 0.219 -0.267 -0.425
H -0.607 -0.227 0.614
H 0.437 0.098 -1.085
H -0.356 0.039 -0.258

Results
LUMO   -0.54 eV
Total energy   -1773.41930 Ha
HOMO level   -6.46 eV
Structure (SMILES)   CCSP(SCC)SCC
Frontier orbital gap   5.9 eV

---

No. 3
Entry from the Open Molecules 2025 dataset: a cluster of 2 separate species, C6H16 in total (ωB97M-V/def2-TZVPD).

Each line ends with the natural charge from an NBO analysis.
Positions of all 22 atoms, in Å:
C  -1.065  -2.583  0.595  -0.85
C  -1.557  -2.887  -0.811  -0.74
H  -1.271  -3.399  1.284  0.18
H  -0.012  -2.310  0.638  0.19
H  -1.546  -1.711  1.054  0.19
H  -2.636  -2.790  -0.890  0.19
H  -1.081  -2.213  -1.534  0.20
H  -1.164  -3.861  -1.132  0.19
C  1.090  1.506  0.257  -0.29
C  1.069  2.926  -0.334  -0.67
C  -0.047  1.312  1.266  -0.72
C  0.974  0.462  -0.852  -0.83
H  2.045  1.407  0.763  0.18
H  0.409  2.966  -1.202  0.20
H  -0.873  2.007  1.085  0.19
H  -0.393  0.286  1.256  0.21
H  0.252  1.525  2.293  0.19
H  1.922  0.309  -1.397  0.19
H  0.883  -0.540  -0.412  0.20
H  0.163  0.667  -1.553  0.20
H  2.052  3.212  -0.740  0.19
H  0.785  3.709  0.367  0.19

Atomic forces in eV per Å
C -0.195 0.560 0.573
C 0.989 0.193 -0.259
H 0.143 -0.233 0.017
H 0.221 -0.429 -0.095
H -0.249 -0.027 -0.338
H -0.114 -0.312 -0.140
H -0.312 0.258 0.168
H -0.542 -0.122 0.120
C -0.658 0.532 -0.340
C 0.592 -0.019 -0.613
C 0.009 0.331 0.289
C 1.233 -0.740 0.204
H 0.188 -0.315 0.167
H -0.295 0.064 0.169
H -0.102 -0.305 -0.264
H -0.217 -0.005 -0.036
H 0.262 0.035 0.139
H -0.234 0.625 -0.214
H -0.524 0.187 -0.051
H -0.036 -0.090 0.136
H -0.045 -0.137 0.147
H -0.114 -0.051 0.220

Results
LUMO (spin up / spin down)   4.10 / 4.11 eV
Total energy   -238.12695 Ha
Net charge   -1
HOMO level (spin up / spin down)   1.54 / -7.87 eV
⟨S²⟩   0.750
Frontier orbital gap (spin up / spin down)   2.6 / 12.0 eV
Spin multiplicity   2

---

No. 4
Entry from the Open Molecules 2025 dataset: a cluster of 2 separate species, C6H16 in total (ωB97M-V/def2-TZVPD).

Each line ends with the natural charge from an NBO analysis.
Positions of all 22 atoms, in Å:
C  1.649  -1.557  -1.499  -0.60
C  1.954  -0.232  -0.748  -0.40
C  2.429  -0.410  0.669  -0.62
H  1.164  -2.242  -0.803  0.20
H  2.586  -1.987  -1.843  0.20
H  1.007  -1.303  -2.335  0.21
H  2.665  0.282  -1.406  0.19
H  1.086  0.423  -0.841  0.19
H  3.174  -1.201  0.771  0.21
H  2.965  0.440  1.108  0.21
H  1.572  -0.531  1.334  0.21
C  -2.538  0.875  -0.654  -0.60
C  -2.015  0.131  0.565  -0.40
C  -1.510  1.092  1.630  -0.61
H  -2.849  0.206  -1.454  0.21
H  -1.754  1.525  -1.054  0.20
H  -3.391  1.517  -0.423  0.20
H  -2.793  -0.522  0.964  0.20
H  -1.253  -0.578  0.231  0.20
H  -1.082  1.987  1.180  0.20
H  -2.303  1.420  2.305  0.21
H  -0.763  0.665  2.303  0.21

Atomic forces in eV per Å
C 0.120 0.889 1.002
C 0.093 0.078 -1.575
C 0.409 0.613 0.647
H -0.172 -0.200 -0.282
H -0.061 -0.228 -0.099
H -0.079 -0.405 -0.206
H 0.356 0.057 0.446
H -0.207 -0.097 0.519
H -0.404 -0.422 -0.034
H -0.202 0.308 -0.455
H 0.096 -0.576 0.049
C -0.011 0.179 -0.189
C -0.188 -0.317 -0.224
C 0.099 0.007 0.555
H -0.001 -0.105 0.002
H -0.029 -0.036 -0.033
H -0.001 -0.014 0.134
H -0.140 0.102 0.135
H 0.307 0.226 0.080
H 0.110 0.009 -0.033
H -0.197 0.082 -0.232
H 0.103 -0.149 -0.208

Results
LUMO   1.12 eV
Total energy   -238.18342 Ha
HOMO level   -11.19 eV
Structure (SMILES)   CCC.CCC
Frontier orbital gap   12.3 eV

---

No. 5
Entry from the Open Molecules 2025 dataset: a cluster of 2 separate species, C6H16 in total (ωB97M-V/def2-TZVPD).

Each line ends with the natural charge from an NBO analysis.
Positions of all 22 atoms, in Å:
C  2.661  -1.661  0.732  -0.63
C  1.420  -0.703  0.566  -0.41
C  1.852  0.702  1.033  -0.61
H  2.547  -2.555  1.347  0.22
H  3.233  -1.198  1.561  0.20
H  3.231  -1.785  -0.176  0.21
H  1.327  -0.734  -0.521  0.20
H  0.493  -0.959  1.047  0.21
H  0.975  1.293  1.292  0.20
H  2.422  0.643  1.972  0.20
H  2.368  1.341  0.314  0.21
C  -1.765  0.096  -2.046  -0.61
C  -1.568  0.256  -0.504  -0.40
C  -2.751  1.080  0.106  -0.62
H  -2.290  -0.850  -2.214  0.20
H  -0.778  0.100  -2.518  0.21
H  -2.386  0.882  -2.455  0.20
H  -1.387  -0.729  -0.062  0.20
H  -0.663  0.830  -0.311  0.19
H  -3.228  1.662  -0.680  0.20
H  -3.397  0.475  0.735  0.21
H  -2.316  1.813  0.782  0.20

Atomic forces in eV per Å
C -0.554 0.814 2.815
C 2.444 -0.054 -0.905
C -0.849 0.377 0.453
H -0.835 -0.832 -1.085
H 0.671 0.413 -1.009
H 0.177 -0.173 0.037
H -0.903 0.396 0.049
H -0.082 -0.573 0.186
H -0.262 0.069 0.024
H 0.027 0.007 -0.400
H 0.352 -0.505 -0.088
C 0.424 -0.631 1.169
C -0.668 0.814 -0.798
C 1.419 -0.429 0.442
H 0.210 0.100 -0.324
H -0.302 -0.196 -0.287
H 0.069 0.298 -0.121
H -0.395 0.266 0.082
H 0.090 -0.035 -0.163
H -0.480 -0.293 0.139
H -0.514 0.008 -0.408
H -0.040 0.158 0.190

Results
LUMO   1.06 eV
Total energy   -238.15194 Ha
HOMO level   -11.16 eV
Structure (SMILES)   CCC.CCC
Frontier orbital gap   12.2 eV

---

No. 6
Entry from the Open Molecules 2025 dataset: a cluster of 2 separate species, C6H16 in total (ωB97M-V/def2-TZVPD).

Each line ends with the natural charge from an NBO analysis.
Positions of all 22 atoms, in Å:
C  -0.365  -1.725  -1.712  -0.61
C  -1.356  -0.819  -0.986  -0.40
C  -2.833  -0.816  -1.347  -0.61
H  -0.403  -2.810  -1.542  0.20
H  -0.432  -1.631  -2.791  0.20
H  0.617  -1.506  -1.288  0.21
H  -1.067  0.198  -1.277  0.19
H  -1.154  -0.878  0.085  0.20
H  -3.225  -1.841  -1.403  0.20
H  -3.076  -0.304  -2.273  0.21
H  -3.410  -0.358  -0.540  0.21
C  0.330  1.067  1.848  -0.62
C  1.442  0.786  0.839  -0.40
C  2.756  1.480  1.313  -0.60
H  0.134  0.178  2.443  0.21
H  0.582  1.850  2.564  0.21
H  -0.570  1.394  1.328  0.21
H  1.590  -0.280  0.669  0.20
H  1.225  1.165  -0.166  0.19
H  3.652  1.129  0.792  0.20
H  2.694  2.533  1.091  0.21
H  2.869  1.188  2.355  0.20

Atomic forces in eV per Å
C 0.004 -0.777 0.384
C 0.420 0.965 -0.542
C -0.501 -1.366 0.753
H -0.782 0.140 0.283
H 0.359 0.372 -0.158
H 0.192 0.382 -0.644
H 0.446 0.042 0.344
H -0.398 -0.133 0.046
H 0.008 0.122 -0.179
H 0.198 0.032 -0.165
H 0.058 0.220 -0.123
C -0.214 -0.026 -0.276
C 1.090 0.703 -0.344
C -0.347 -1.502 -0.668
H -0.274 -0.072 0.000
H 0.181 0.094 -0.173
H -0.212 -0.213 0.203
H 0.057 -0.090 0.342
H -0.303 0.123 0.179
H -0.162 -0.156 -0.092
H -0.079 0.470 0.610
H 0.257 0.670 0.222

Results
LUMO   1.09 eV
Total energy   -238.17331 Ha
HOMO level   -11.02 eV
Structure (SMILES)   CCC.CCC
Frontier orbital gap   12.1 eV